ORCA calculation (the ωB97M-V functional and the def2-TZVPD basis) on a molecular structure, C22H40N7PdS3Sb.

ORCA input file:
```
! wB97M-V def2-TZVPD RIJCOSX def2/J DEFGRID3
* xyz 2 1
Pd 0.928 -0.841 -0.701
C 0.724 -4.139 -0.691
C -0.130 -3.453 0.320
N -0.149 -2.155 0.523
C -0.976 -1.800 1.574
C -1.605 -2.854 2.150
S -1.143 -4.311 1.390
C -1.081 -0.404 2.015
C -1.212 0.004 3.307
S -1.354 1.705 3.360
C -1.247 1.772 1.646
N -1.094 0.606 1.082
C -1.313 3.059 0.891
H 1.511 -3.464 -1.026
H 0.141 -4.444 -1.559
H 1.178 -5.034 -0.268
H -2.317 -2.835 2.958
H -1.219 -0.597 4.202
H -2.015 3.754 1.347
H -1.626 2.857 -0.132
H -0.336 3.544 0.864
N 2.054 2.863 -3.107
C 1.414 1.796 -2.643
N 0.110 1.672 -2.831
S 2.348 0.609 -1.814
H 1.602 3.551 -3.688
H 3.039 2.970 -2.929
H -0.416 2.359 -3.347
H -0.306 0.770 -2.614
C 5.637 -0.097 1.491
C 4.637 -0.838 0.609
Sb 2.608 -0.549 1.197
C 2.293 -1.953 2.768
C 3.496 -2.155 3.683
C 2.507 1.408 2.029
C 2.659 1.448 3.545
H 6.649 -0.255 1.118
H 5.608 -0.442 2.525
H 5.458 0.979 1.493
H 4.806 -1.916 0.623
H 4.705 -0.513 -0.429
H 2.022 -2.881 2.261
H 1.411 -1.615 3.314
H 4.366 -2.511 3.128
H 3.266 -2.906 4.439
H 3.775 -1.238 4.202
H 1.547 1.805 1.699
H 3.286 1.985 1.529
H 1.939 0.799 4.045
H 2.502 2.462 3.916
H 3.659 1.142 3.855
C -4.407 -0.524 -2.518
C -3.723 -0.643 -1.172
N -2.286 -0.578 -1.384
C -1.659 -1.195 -2.409
N -0.332 -1.224 -2.396
C 0.346 -1.742 -3.589
C -0.435 -2.877 -4.224
C -1.827 -2.391 -4.554
N -2.411 -1.683 -3.415
C -3.877 -1.610 -3.430
H -4.200 0.461 -2.944
H -5.486 -0.625 -2.419
H -4.007 -1.578 -0.678
H -3.999 0.178 -0.511
H -1.710 -0.212 -0.631
H 1.345 -2.069 -3.302
H 0.482 -0.940 -4.327
H -0.506 -3.716 -3.530
H 0.060 -3.233 -5.126
H -2.484 -3.228 -4.795
H -1.815 -1.725 -5.421
H -4.281 -2.586 -3.142
H -4.180 -1.426 -4.462
*
```

Results
Largest force on an atom ... 0.220 eV Å⁻¹
Kohn-Sham gap ... 8.498 eV
HOMO ... -0.5083 Eh
ΔE to the lowest compared entry with this formula, charge and spin ... 0.0 kcal per mole